(1)
Density functional theory data (the ωB97M-V functional and the def2-TZVPD basis) for a 2-piece molecular cluster, C36H35N2O2 overall in a non-equilibrium geometry.

Geometry (Å):
C1 -4.652 -4.837 1.631
C2 -3.554 -3.904 1.233
C3 -3.897 -2.753 0.520
C4 -2.900 -1.906 0.069
C5 -1.546 -2.165 0.354
C6 -0.480 -1.222 -0.152
C7 0.932 -1.245 0.412
C8 1.152 -1.515 1.757
C9 2.440 -1.624 2.248
C10 3.509 -1.320 1.415
O1 4.791 -1.447 1.943
C11 5.486 -2.615 1.630
C12 6.540 -2.476 0.729
C13 7.279 -3.609 0.394
C14 6.973 -4.847 0.975
C15 5.905 -4.965 1.872
C16 5.118 -3.847 2.181
C17 3.320 -0.948 0.084
C18 2.025 -0.957 -0.433
C19 -1.208 -3.340 1.025
C20 -2.204 -4.204 1.487
H1 -4.380 -5.447 2.500
H2 -5.566 -4.270 1.872
H3 -4.898 -5.506 0.793
H4 -4.956 -2.562 0.315
H5 -3.177 -1.050 -0.536
H6 -0.367 -1.432 -1.226
H7 0.302 -1.737 2.399
H8 2.638 -1.946 3.270
H9 6.732 -1.475 0.332
H10 8.103 -3.485 -0.312
H11 7.589 -5.713 0.722
H12 5.687 -5.936 2.329
H13 4.258 -3.933 2.854
H14 4.179 -0.654 -0.517
H15 1.838 -0.770 -1.494
H16 -0.149 -3.571 1.175
H17 -1.935 -5.112 2.049
C21 -3.272 1.340 -2.144
N1 -2.766 1.570 -0.805
C22 -1.428 1.744 -0.557
H18 -0.927 -0.262 -0.117
C23 -0.539 2.284 -1.568
C24 0.311 1.599 -2.461
C25 1.110 2.318 -3.326
C26 0.950 3.717 -3.459
O2 1.718 4.328 -4.391
C27 1.512 5.737 -4.611
C28 0.026 4.406 -2.648
C29 -0.657 3.686 -1.700
N2 -1.320 2.071 0.779
C30 -0.063 2.390 1.438
C31 -2.596 2.363 1.292
C32 -3.511 2.050 0.286
C33 -4.775 2.612 0.244
C34 -5.120 3.490 1.279
C35 -4.204 3.814 2.286
C36 -2.916 3.261 2.300
H19 -4.358 1.207 -2.110
H20 -3.017 2.182 -2.813
H21 -2.826 0.418 -2.540
H22 0.341 0.509 -2.453
H23 1.870 1.843 -3.947
H24 2.231 5.991 -5.390
H25 0.482 5.922 -4.946
H26 1.712 6.300 -3.689
H27 -0.136 5.480 -2.749
H28 -1.337 4.228 -1.041
H29 -0.262 2.571 2.501
H30 0.627 1.538 1.346
H31 0.400 3.290 1.000
H32 -5.425 2.388 -0.597
H33 -6.112 3.932 1.304
H34 -4.497 4.501 3.078
H35 -2.153 3.527 3.029

Summary:
HOMO level	-10.64	eV
orbital gap	0.2710	Ha
E_LUMO	-3.266	eV
energy relative to the best compared isomer or geometry (same formula, charge and spin)	0.000	eV
net charge	+1

=====

(2)
Density functional theory data (the ωB97M-V functional and the def2-TZVPD basis) for C6H9N3O2 as an isolated structure in a non-equilibrium geometry.

Geometry (Å):
C1 1.399 0.209 0.770
C2 1.259 -1.134 0.168
C3 0.194 0.726 1.424
C4 -0.896 0.473 0.433
C5 -1.801 -0.562 0.111
C6 -2.126 1.305 -1.092
H1 1.337 1.510 -0.586
H2 2.922 0.805 -0.525
H3 2.089 0.220 1.758
H4 0.270 1.871 1.744
H5 0.143 0.160 2.412
H6 -2.069 -1.504 0.653
H7 -2.139 1.995 -2.009
H8 -3.698 -0.313 -0.961
H9 1.780 -2.205 -1.512
N1 2.102 1.155 0.019
N2 -0.987 1.380 -0.468
N3 -2.713 0.117 -0.800
O1 0.421 -2.063 0.504
O2 2.376 -1.338 -0.893

Summary:
HOMO level	-8.51	eV
orbital gap	0.3334	Ha
E_LUMO	0.564	eV
energy relative to the best compared isomer or geometry (same formula, charge and spin)	5.000	eV
net charge	0

=====

(3)
Density functional theory data (the ωB97M-V functional and the def2-TZVPD basis) for C37H51FN5O4PPt as an isolated structure in a non-equilibrium geometry.

Geometry (Å):
Pt1 0.227 0.421 -0.261
C1 -5.141 -4.252 2.966
C2 -3.854 -4.734 2.319
N1 -3.223 -3.718 1.459
C3 -2.234 -2.976 1.961
C4 -1.518 -2.028 1.271
C5 -0.343 -1.436 2.023
O1 -0.232 -1.660 3.209
O2 0.550 -0.793 1.335
C6 -1.865 -1.762 -0.072
O3 -1.292 -0.936 -0.853
C7 -2.953 -2.561 -0.626
C8 -3.354 -2.369 -1.952
C9 -4.375 -3.102 -2.480
F1 -4.695 -2.912 -3.774
C10 -5.085 -4.053 -1.722
C11 -4.693 -4.234 -0.407
C12 -3.623 -3.518 0.146
N2 -6.170 -4.802 -2.229
C13 -6.155 -6.252 -2.086
C14 -7.558 -6.710 -1.675
N3 -8.552 -5.721 -2.235
C15 -8.128 -5.256 -3.597
C16 -6.865 -4.395 -3.449
H1 -5.561 -5.046 3.582
H2 -5.884 -3.960 2.224
H3 -4.948 -3.392 3.607
H4 -4.008 -5.632 1.722
H5 -3.119 -4.993 3.078
H6 -1.948 -3.170 2.989
H7 -2.844 -1.641 -2.566
H8 -5.254 -4.922 0.208
H9 -5.439 -6.559 -1.329
H10 -5.853 -6.732 -3.024
H11 -7.695 -6.717 -0.595
H12 -7.809 -7.691 -2.074
H13 -8.584 -4.910 -1.614
H14 -9.487 -6.129 -2.260
H15 -8.945 -4.699 -4.049
H16 -7.955 -6.156 -4.184
H17 -7.134 -3.343 -3.370
H18 -6.268 -4.522 -4.356
C17 -2.044 2.189 1.449
N4 -0.665 1.803 1.141
C18 0.267 2.436 1.787
C19 1.616 2.214 1.444
C20 2.828 2.549 2.034
C21 3.805 1.808 1.369
C22 3.160 1.043 0.403
N5 1.842 1.314 0.424
C23 -3.066 1.089 1.507
C24 -3.823 0.773 0.385
C25 -4.873 -0.126 0.481
C26 -5.158 -0.738 1.695
C27 -4.387 -0.452 2.811
C28 -3.350 0.465 2.717
H19 -2.374 2.927 0.713
H20 -2.021 2.691 2.419
H21 0.013 3.141 2.574
H22 2.968 3.233 2.854
H23 4.866 1.811 1.554
H24 3.593 0.311 -0.251
H25 -3.618 1.266 -0.559
H26 -5.490 -0.327 -0.386
H27 -6.001 -1.412 1.776
H28 -4.613 -0.908 3.767
H29 -2.767 0.710 3.597
C29 2.557 -2.674 -0.311
C30 1.508 -2.556 -1.418
P1 1.195 -0.852 -1.950
C31 0.060 -0.848 -3.383
C32 -0.059 -2.181 -4.121
C33 2.741 -0.166 -2.610
C34 3.182 -0.787 -3.938
H30 2.724 -3.723 -0.070
H31 2.238 -2.157 0.594
H32 3.518 -2.265 -0.625
H33 0.544 -2.951 -1.088
H34 1.799 -3.126 -2.304
H35 0.427 -0.054 -4.033
H36 -0.908 -0.515 -3.026
H37 0.899 -2.550 -4.487
H38 -0.710 -2.053 -4.986
H39 -0.497 -2.953 -3.487
H40 3.532 -0.293 -1.882
H41 2.562 0.908 -2.711
H42 3.388 -1.854 -3.839
H43 4.103 -0.307 -4.264
H44 2.446 -0.649 -4.728
C35 1.200 3.476 -2.521
C36 -0.025 2.977 -1.776
C37 -1.314 3.514 -2.374
O4 -0.067 1.548 -1.848
H45 1.279 4.562 -2.452
H46 1.143 3.204 -3.577
H47 2.110 3.050 -2.091
H48 0.054 3.299 -0.734
H49 -1.407 3.185 -3.410
H50 -1.320 4.605 -2.360
H51 -2.185 3.158 -1.822

Summary:
HOMO level	-12.05	eV
orbital gap	0.2528	Ha
E_LUMO	-5.174	eV
energy relative to the best compared isomer or geometry (same formula, charge and spin)	0.666	eV
net charge	+2

=====

(4)
Density functional theory data (the ωB97M-V functional and the def2-TZVPD basis) for an isolated ion of composition C5H11N2O and charge +1 in a non-equilibrium geometry.

Geometry (Å):
C1 -0.677 -1.775 0.838
C2 0.681 -1.075 0.618
C3 -0.550 1.009 0.052
C4 -1.426 1.525 -0.986
C5 1.800 0.872 -0.320
N1 -0.662 -3.009 1.144
N2 0.528 0.104 -0.281
O1 -1.721 -1.086 0.728
H1 1.038 -0.756 1.600
H2 1.401 -1.777 0.193
H3 -0.542 1.405 1.057
H4 -1.637 0.787 -1.763
H5 -0.995 2.402 -1.489
H6 -2.364 1.868 -0.550
H7 2.013 1.267 0.674
H8 2.627 0.232 -0.627
H9 1.715 1.711 -1.009
H10 -1.555 -3.440 1.344
H11 0.327 -0.263 -1.223

Summary:
HOMO level (spin up / spin down)	-13.99 / -13.20	eV
orbital gap (spin up / spin down)	0.3202 / 0.2391	Ha
E_LUMO (spin up / spin down)	-5.278 / -6.697	eV
energy relative to the best compared isomer or geometry (same formula, charge and spin)	5.095	eV
net charge	+1

=====

(5)
Density functional theory data (the ωB97M-V functional and the def2-TZVPD basis) for C40H52N11O3S6Zr as an isolated structure in a non-equilibrium geometry.

Geometry (Å):
Zr1 -0.048 -0.580 -0.682
S1 4.527 -1.143 0.386
C1 2.967 -0.994 -0.035
S2 2.347 0.186 -1.152
S3 1.669 -2.021 0.580
C2 6.051 2.917 0.977
O1 5.435 3.791 1.921
C3 4.311 4.426 1.538
C4 3.738 5.283 2.476
C5 2.579 5.962 2.168
C6 1.936 5.763 0.947
C7 2.542 4.947 -0.005
C8 3.725 4.284 0.280
N1 0.700 6.490 0.793
N2 -0.278 6.065 0.146
C9 -0.329 4.726 -0.368
C10 -0.628 4.533 -1.686
C11 -0.687 3.241 -2.246
C12 -0.479 2.138 -1.472
O2 -0.504 0.871 -1.934
C13 -0.244 2.317 -0.089
N3 -0.047 1.176 0.658
C14 0.185 1.290 1.952
C15 0.193 2.527 2.605
C16 -0.008 3.667 1.881
C17 -0.198 3.595 0.484
H1 6.929 2.515 1.470
H2 6.358 3.461 0.080
H3 5.382 2.101 0.700
H4 4.229 5.406 3.433
H5 2.129 6.644 2.880
H6 2.114 4.842 -0.990
H7 4.179 3.662 -0.478
H8 -0.757 5.405 -2.316
H9 -0.883 3.115 -3.304
H10 0.356 0.371 2.490
H11 0.360 2.563 3.672
H12 -0.023 4.629 2.378
C18 -2.631 -5.547 -0.502
C19 -3.205 -4.183 -0.412
N4 -4.436 -3.875 -0.177
N5 -4.448 -2.501 -0.204
C20 -3.264 -1.947 -0.444
S4 -2.842 -0.324 -0.591
N6 -2.465 -3.027 -0.606
N7 -1.087 -2.911 -0.763
H13 -3.400 -6.271 -0.248
H14 -1.791 -5.663 0.184
H15 -2.277 -5.753 -1.515
H16 -5.295 -1.999 0.000
H17 -0.629 -3.275 0.071
H18 -0.788 -3.427 -1.582
C21 -1.848 0.321 5.413
C22 -2.260 -0.597 6.567
C23 -1.402 -1.858 6.722
C24 -1.793 -3.035 5.834
N8 -1.778 -2.765 4.385
C25 -0.816 -2.393 3.523
S5 -1.431 -1.677 2.064
N9 0.493 -2.506 3.732
C26 1.239 -3.276 4.741
C27 2.086 -2.419 5.700
C28 3.566 -2.361 5.337
C29 3.824 -1.753 3.965
H19 -2.405 1.259 5.450
H20 -2.022 -0.120 4.430
H21 -0.782 0.566 5.487
H22 -3.313 -0.881 6.464
H23 -2.187 -0.029 7.495
H24 -1.477 -2.224 7.749
H25 -0.356 -1.601 6.558
H26 -2.824 -3.314 6.048
H27 -1.194 -3.905 6.074
H28 -2.681 -2.541 4.000
H29 1.054 -2.139 2.970
H30 1.890 -3.960 4.193
H31 0.544 -3.890 5.288
H32 1.984 -2.826 6.709
H33 1.680 -1.405 5.721
H34 3.984 -3.372 5.380
H35 4.085 -1.778 6.101
H36 3.394 -2.349 3.156
H37 4.891 -1.680 3.759
H38 3.407 -0.742 3.893
C30 -1.846 -3.177 -6.100
C31 -2.940 -2.213 -5.652
C32 -2.573 -1.431 -4.397
N10 -1.474 -0.497 -4.643
C33 -0.229 -0.597 -4.240
S6 0.381 -1.821 -3.206
N11 0.679 0.337 -4.640
C34 0.545 1.460 -5.492
O3 1.228 2.428 -5.285
C35 -0.398 1.353 -6.639
C36 -0.406 0.213 -7.438
C37 -1.241 0.156 -8.543
C38 -2.074 1.230 -8.838
C39 -2.065 2.366 -8.037
C40 -1.215 2.435 -6.943
H39 -2.159 -3.737 -6.982
H40 -1.604 -3.893 -5.311
H41 -0.925 -2.645 -6.353
H42 -3.862 -2.761 -5.441
H43 -3.168 -1.507 -6.457
H44 -2.260 -2.103 -3.603
H45 -3.419 -0.846 -4.039
H46 -1.704 0.290 -5.234
H47 1.510 0.368 -4.061
H48 0.253 -0.616 -7.204
H49 -1.238 -0.722 -9.176
H50 -2.723 1.186 -9.704
H51 -2.711 3.202 -8.273
H52 -1.177 3.325 -6.325

Summary:
HOMO level	-9.66	eV
orbital gap	0.2483	Ha
E_LUMO	-2.904	eV
energy relative to the best compared isomer or geometry (same formula, charge and spin)	0.997	eV
net charge	+1

=====

(6)
Density functional theory data (the ωB97M-V functional and the def2-TZVPD basis) for a 3-piece molecular cluster, C2H11N3O2 overall in a non-equilibrium geometry.

Geometry (Å):
C1 1.509 0.134 0.197
N1 0.231 0.284 -0.569
C2 -0.779 -0.326 0.245
N2 -1.372 -1.391 -0.422
N3 -0.851 0.028 1.425
H1 1.911 -0.916 0.063
H2 2.240 0.783 -0.248
H3 1.556 0.431 1.232
H4 0.126 1.290 -0.671
H5 -1.046 -1.698 -1.247
H6 -2.276 -1.692 -0.111
H7 -1.247 -0.374 2.179
H8 2.399 -1.078 -2.008
H9 1.040 -1.430 -2.034
O1 1.900 -1.823 -2.378
H10 -2.299 2.123 1.523
H11 -1.071 2.694 1.343
O2 -1.970 2.961 1.480

Summary:
HOMO level (spin up / spin down)	-15.27 / -15.25	eV
spin multiplicity	2
orbital gap (spin up / spin down)	0.4059 / 0.1981	Ha
E_LUMO (spin up / spin down)	-4.231 / -9.861	eV
energy relative to the best compared isomer or geometry (same formula, charge and spin)	3.096	eV
net charge	+1

=====

(7)
Density functional theory data (the ωB97M-V functional and the def2-TZVPD basis) for a 12-piece molecular cluster, C5H37N2O11 overall in a non-equilibrium geometry.

Geometry (Å):
N1 -1.832 1.149 1.639
C1 -1.988 0.005 0.659
C2 -0.833 -0.231 -0.350
N2 0.217 -1.035 0.218
C3 1.319 -1.435 -0.738
C4 2.442 -0.452 -1.009
C5 3.578 -0.892 -1.910
H1 -1.637 2.117 1.095
H2 -2.594 1.297 2.301
H3 -0.943 1.105 2.071
H4 -2.192 -1.042 1.141
H5 -2.874 0.157 0.183
H6 -1.451 -0.520 -1.234
H7 -0.517 0.834 -0.560
H8 0.576 -0.608 1.088
H9 0.976 -1.729 -1.763
H10 1.610 -2.397 -0.367
H11 2.888 -0.213 0.129
H12 2.036 0.513 -1.316
H13 3.862 -1.980 -1.657
H14 4.559 -0.469 -1.652
H15 3.534 -0.891 -2.955
H16 -0.167 0.188 -4.381
H17 -1.436 0.980 -4.550
O1 -1.033 0.206 -4.752
H18 -2.259 0.198 4.701
H19 -2.252 -0.831 3.700
O2 -2.208 0.120 3.767
H20 1.701 2.582 2.042
H21 2.046 3.924 2.436
O3 1.670 3.457 1.586
H22 -0.010 3.897 0.809
H23 0.142 3.078 -0.294
O4 -0.569 3.468 0.238
H24 0.972 0.311 3.113
H25 2.415 0.450 2.541
O5 1.646 0.942 2.765
H26 -0.379 -2.164 2.978
H27 1.017 -1.864 3.694
O6 0.228 -1.473 3.187
H28 -1.726 -0.999 -3.787
H29 -3.334 -1.350 -3.630
O7 -2.480 -1.447 -3.267
H30 -1.714 -2.927 -0.618
H31 -2.888 -3.853 -0.633
O8 -2.090 -3.636 -0.151
H32 1.932 0.312 -3.482
H33 1.231 1.399 -2.603
O9 1.076 0.641 -3.247
H34 -3.161 -3.246 2.658
H35 -2.211 -3.230 1.416
O10 -2.275 -2.956 2.315
H36 1.927 3.995 -1.855
H37 1.804 3.403 -0.379
O11 1.648 3.140 -1.328

Summary:
HOMO level	-11.76	eV
orbital gap	0.3397	Ha
E_LUMO	-2.519	eV
energy relative to the best compared isomer or geometry (same formula, charge and spin)	4.927	eV
net charge	+1